[1]
C42H36N4O13TeW as an isolated structure, computed with ωB97M-V/def2-TZVPD.

## Properties
Energy relative to the best compared isomer or geometry (same formula, charge and spin): 29.5 kJ/mol
Strongest force on any atom: 0.707 eV/A
Kohn-Sham gap: 6.578 eV
Charge: +2
Highest occupied orbital energy: -14.17 eV
Lowest unoccupied orbital energy: -7.588 eV

CARTESIAN COORDINATES (ANGSTROEM)
W: -0.0694 -0.1082 0.2364
O: -0.4242 -0.8808 -1.9913
C: 0.4179 -1.9428 -2.4665
C: 0.3300 -3.0834 -1.4825
N: 0.4733 -2.5878 -0.0874
C: -0.5048 -3.2550 0.7898
C: -1.8220 -2.5551 0.6578
O: -2.9057 -3.0318 0.6344
O: -1.6267 -1.2070 0.5888
C: 1.8167 -2.7426 0.4729
C: 2.0673 -1.6356 1.4697
O: 3.0598 -1.3840 2.0542
O: 0.9178 -0.8653 1.6835
H: -1.3352 -1.0760 -2.2708
H: 1.4139 -1.5408 -2.5619
H: 0.0788 -2.2593 -3.4519
H: 1.0765 -3.8499 -1.6961
H: -0.6510 -3.5510 -1.5714
H: -0.2000 -3.1485 1.8342
H: -0.6086 -4.3150 0.5637
H: 2.5855 -2.6864 -0.2908
H: 1.9427 -3.6979 0.9875
C: 6.0524 3.4474 -1.4188
C: 4.8778 2.5259 -1.2526
C: 4.9924 1.1550 -1.4550
C: 3.9258 0.2703 -1.2914
C: 4.1468 -1.1807 -1.6360
O: 4.5563 -1.9375 -0.7839
C: 3.8970 -1.6088 -3.0348
C: 3.5365 -0.6975 -4.0286
C: 3.2456 -1.1481 -5.3079
C: 3.3070 -2.5057 -5.5933
C: 3.6759 -3.4171 -4.6082
C: 3.9782 -2.9711 -3.3333
C: 2.7151 0.7699 -0.8504
O: 1.5901 -0.0408 -0.7376
C: 2.5740 2.1518 -0.6650
C: 3.6266 3.0220 -0.8957
C: 1.2157 2.5210 -0.2952
N: 0.7178 1.9563 0.8120
C: 1.6362 1.8185 1.9784
C: 0.7367 1.7814 3.2124
Te: -1.1275 0.9032 2.6857
C: -1.1253 -0.8703 3.7776
C: -0.0097 -1.3653 4.4478
C: -0.1030 -2.5710 5.1247
C: -1.2976 -3.2846 5.1180
C: -2.4047 -2.7916 4.4423
C: -2.3264 -1.5749 3.7785
C: 0.4265 3.3505 -1.1540
C: 0.7391 3.4651 -2.5216
C: -0.0070 4.3000 -3.3251
C: -1.0396 5.0538 -2.7680
C: -1.3377 4.9718 -1.4111
C: -0.6136 4.1173 -0.6035
H: 6.8472 2.9823 -1.9990
H: 6.4646 3.7144 -0.4435
H: 5.7580 4.3710 -1.9178
H: 5.9449 0.7524 -1.7848
H: 3.4889 0.3623 -3.8079
H: 2.9821 -0.4429 -6.0862
H: 3.0811 -2.8579 -6.5925
H: 3.7418 -4.4711 -4.8459
H: 4.2920 -3.6625 -2.5611
H: 3.4764 4.0889 -0.7666
H: 2.2774 2.6975 2.0267
H: 2.2814 0.9503 1.9381
H: 0.4668 2.7873 3.5253
H: 1.1768 1.2624 4.0591
H: 0.9340 -0.8346 4.4393
H: 0.7544 -2.9533 5.6638
H: -1.3663 -4.2239 5.6526
H: -3.3337 -3.3467 4.4403
H: -3.2018 -1.1910 3.2668
H: 1.5440 2.8746 -2.9401
H: 0.2116 4.3807 -4.3816
H: -1.6089 5.7257 -3.3988
H: -2.1224 5.5864 -0.9880
H: -0.8153 4.0507 0.4564
O: -2.7486 2.5213 0.5302
C: -2.5524 1.7720 -0.3721
O: -1.3858 1.0585 -0.4896
C: -3.4940 1.4055 -1.4623
C: -3.4816 0.0970 -1.9017
C: -4.2163 -0.2508 -3.0079
C: -5.0433 0.6414 -3.6594
C: -5.0741 1.9291 -3.1526
C: -4.3185 2.3414 -2.0701
N: -5.9220 2.9365 -3.8438
O: -5.8901 4.0667 -3.4058
O: -6.6133 2.5378 -4.7517
N: -4.0020 -1.6120 -3.5381
O: -2.9440 -2.1583 -3.2158
O: -4.8077 -2.0654 -4.2993
H: -2.9372 -0.6502 -1.3543
H: -5.6239 0.3666 -4.5282
H: -4.3638 3.3690 -1.7374

=====

[2]
C42H36N5O3RhS3 as an isolated structure, computed with ωB97M-V/def2-TZVPD.

## Properties
Energy relative to the best compared isomer or geometry (same formula, charge and spin): 59.9 kJ/mol
Strongest force on any atom: 1.145 eV/A
Kohn-Sham gap (alpha / beta): 7.330 / 7.331 eV
Charge: +2
Highest occupied orbital energy (alpha / beta): -13.45 / -13.45 eV
Lowest unoccupied orbital energy (alpha / beta): -6.122 / -6.121 eV

CARTESIAN COORDINATES (ANGSTROEM)
Rh: 0.3434 -0.2820 -0.3036
N: -0.9952 -1.6726 -0.7412
S: -2.3198 -2.1892 -0.3259
N: -3.4410 -1.2749 0.3855
S: -4.0180 0.1069 -0.0163
N: -3.2637 1.3806 0.4567
S: -1.9095 2.0712 -0.1341
N: -0.7338 1.2996 -0.5479
C: -1.6273 3.2029 1.1914
C: -0.9982 2.6758 2.3125
C: -0.7600 3.5105 3.3896
C: -1.1444 4.8460 3.3326
C: -1.7730 5.3513 2.2043
C: -2.0262 4.5266 1.1164
C: -2.4218 3.0935 -1.5026
C: -3.7406 3.5101 -1.6468
C: -4.0837 4.2792 -2.7471
C: -3.1159 4.6315 -3.6784
C: -1.7999 4.2227 -3.5132
C: -1.4441 3.4473 -2.4208
C: -4.4393 0.1487 -1.7383
C: -3.3988 0.1346 -2.6636
C: -3.7142 0.1745 -4.0086
C: -5.0421 0.2295 -4.4166
C: -6.0660 0.2460 -3.4813
C: -5.7714 0.2047 -2.1264
C: -5.5213 0.1940 0.8848
C: -6.1417 -0.9846 1.2750
C: -7.3494 -0.9036 1.9478
C: -7.9146 0.3348 2.2198
C: -7.2723 1.5051 1.8347
C: -6.0628 1.4448 1.1636
C: -3.1082 -2.9872 -1.7214
C: -2.2763 -3.5506 -2.6802
C: -2.8402 -4.1980 -3.7684
C: -4.2199 -4.2779 -3.8922
C: -5.0421 -3.7229 -2.9230
C: -4.4894 -3.0799 -1.8263
C: -2.2122 -3.4595 0.9030
C: -3.3098 -4.2569 1.2125
C: -3.1682 -5.2226 2.1918
C: -1.9500 -5.3777 2.8474
C: -0.8693 -4.5734 2.5259
C: -0.9938 -3.6049 1.5388
H: -0.7211 1.6254 2.3505
H: -0.2777 3.1149 4.2726
H: -0.9508 5.4966 4.1744
H: -2.0643 6.3918 2.1631
H: -2.5053 4.9237 0.2299
H: -4.4871 3.2381 -0.9179
H: -5.1072 4.6058 -2.8759
H: -3.3889 5.2335 -4.5348
H: -1.0479 4.5095 -4.2356
H: -0.4280 3.1067 -2.2791
H: -2.3620 0.1029 -2.3429
H: -2.9200 0.1683 -4.7431
H: -5.2790 0.2629 -5.4718
H: -7.0975 0.2920 -3.8023
H: -6.5675 0.2168 -1.3943
H: -5.6716 -1.9396 1.0916
H: -7.8421 -1.8093 2.2731
H: -8.8552 0.3897 2.7506
H: -7.7058 2.4670 2.0704
H: -5.5337 2.3486 0.8936
H: -1.2049 -3.4960 -2.5603
H: -2.2015 -4.6483 -4.5163
H: -4.6563 -4.7829 -4.7434
H: -6.1175 -3.7914 -3.0178
H: -5.1339 -2.6422 -1.0745
H: -4.2497 -4.1421 0.6934
H: -4.0054 -5.8593 2.4427
H: -1.8465 -6.1353 3.6123
H: 0.0731 -4.6962 3.0407
H: -0.1633 -2.9603 1.2737
O: 0.9446 0.1303 3.5751
C: 1.0507 0.0361 2.3843
O: 0.0456 -0.3208 1.5949
C: 2.3384 0.3598 1.6598
C: 3.5039 0.6632 2.3395
C: 4.6423 0.9359 1.6015
C: 4.5757 0.8968 0.2136
C: 3.3751 0.5921 -0.3927
N: 2.2752 0.3250 0.3184
H: 3.4852 0.6779 3.4201
H: 5.5720 1.1757 2.0984
H: 5.4433 1.1027 -0.3968
H: 3.2849 0.5565 -1.4706
O: 0.5470 -0.3384 -2.4326
H: 1.3461 -0.0630 -2.9027
H: 0.3298 -1.2454 -2.7047

=====

[3]
C42H37As2IrN2Se as an isolated structure, computed with ωB97M-V/def2-TZVPD.

## Properties
Energy relative to the best compared isomer or geometry (same formula, charge and spin): 24.6 kJ/mol
Strongest force on any atom: 0.571 eV/A
Kohn-Sham gap (alpha / beta): 7.672 / 6.117 eV
Charge: +3
Multiplicity: 2
Highest occupied orbital energy (alpha / beta): -16.38 / -16.50 eV
Lowest unoccupied orbital energy (alpha / beta): -8.706 / -10.382 eV

CARTESIAN COORDINATES (ANGSTROEM)
Ir: -0.1641 -0.2948 0.4254
C: -1.0960 -1.8507 4.3970
C: -0.2390 -1.1264 5.2084
C: 0.5773 -0.1630 4.6354
C: 0.5377 0.0296 3.2654
N: -0.2574 -0.7212 2.4796
C: -1.0785 -1.6167 3.0355
C: 1.2597 1.0987 2.5591
C: 2.1580 1.9474 3.1853
C: 2.7396 2.9828 2.4744
C: 2.3908 3.1500 1.1444
C: 1.5021 2.2645 0.5696
N: 0.9499 1.2489 1.2493
H: -1.7777 -2.5835 4.8052
H: -0.2210 -1.2888 6.2777
H: 1.2187 0.4407 5.2595
H: -1.7385 -2.1435 2.3635
H: 2.4020 1.8020 4.2268
H: 3.4434 3.6496 2.9542
H: 2.7971 3.9535 0.5462
H: 1.1969 2.3903 -0.4563
C: 2.2835 -1.2805 -2.0570
C: 1.8603 0.1297 -2.4413
As: 0.0066 0.4827 -1.9816
C: -0.9889 -0.3259 -3.4301
C: -1.8722 0.4672 -4.1584
C: -2.5169 -0.0569 -5.2711
C: -2.2766 -1.3619 -5.6686
C: -1.3888 -2.1548 -4.9522
C: -0.7482 -1.6437 -3.8357
C: -0.2417 2.3670 -2.2592
C: 0.7387 3.1130 -2.9114
C: 0.5347 4.4678 -3.1364
C: -0.6424 5.0746 -2.7193
C: -1.6239 4.3277 -2.0813
C: -1.4256 2.9748 -1.8485
As: 1.6780 -1.7317 -0.2474
C: 3.0193 -2.8901 0.4581
C: 3.0335 -4.2097 0.0035
C: 4.0896 -5.0315 0.3633
C: 5.1205 -4.5402 1.1557
C: 5.1077 -3.2234 1.5905
C: 4.0570 -2.3874 1.2361
C: 0.0198 -2.7385 -0.0877
C: -0.0350 -3.7384 0.9097
C: -1.2229 -4.3594 1.2124
C: -2.4341 -3.9351 0.6337
C: -2.4229 -2.9003 -0.2598
C: -1.2017 -2.2935 -0.6544
H: 3.3703 -1.3571 -2.0062
H: 1.9376 -2.0527 -2.7423
H: 2.0080 0.3136 -3.5053
H: 2.4570 0.8533 -1.8805
H: -2.0539 1.4959 -3.8808
H: -3.2005 0.5649 -5.8330
H: -2.7747 -1.7621 -6.5412
H: -1.1923 -3.1708 -5.2668
H: -0.0667 -2.2870 -3.2948
H: 1.6555 2.6573 -3.2628
H: 1.2912 5.0450 -3.6510
H: -0.8009 6.1284 -2.9052
H: -2.5503 4.7961 -1.7758
H: -2.2083 2.3975 -1.3726
H: 2.2398 -4.5996 -0.6226
H: 4.1109 -6.0568 0.0195
H: 5.9413 -5.1892 1.4296
H: 5.9162 -2.8438 2.2002
H: 4.0535 -1.3573 1.5730
H: 0.8714 -4.0622 1.4014
H: -1.2273 -5.1834 1.9152
H: -3.3573 -4.4428 0.8799
H: -3.3358 -2.5838 -0.7488
H: -1.2441 -1.7536 -1.5831
Se: -2.5650 0.3976 0.6622
C: -2.8828 2.0593 1.4176
C: -4.2344 2.3163 1.7361
C: -4.5872 3.5283 2.2896
C: -3.6092 4.4920 2.5244
C: -2.2699 4.2467 2.2020
C: -1.9025 3.0404 1.6526
H: -4.9874 1.5615 1.5468
H: -5.6201 3.7291 2.5382
H: -3.8887 5.4437 2.9569
H: -1.5262 5.0117 2.3802
H: -0.8757 2.8524 1.3801